Entry from the OMol25 dataset: 12 unconnected molecules or ions with the total composition C28H80O12 at a distorted geometry (ωB97M-V/def2-TZVPD).

Bonds (Å) are listed after each position.
Atoms and positions in Å:
1 H -4.328 -0.382 1.818  C32 1.090
2 H -0.992 0.134 2.541  C63 1.090
3 O -2.406 -2.766 4.646  H19 0.960, C20 1.473
4 O 0.399 2.276 2.887  H101 0.960, C110 1.395
5 O -3.558 -0.047 -2.855  C8 1.415, H98 0.960
6 C 2.397 3.218 -1.934  C21 1.528, H23 1.090, H31 1.090, H67 1.090
7 H 2.589 -1.098 -3.418  C26 1.090
8 C -3.100 1.204 -3.333  O5 1.415, H37 1.090, C45 1.549, H103 1.090
9 H 2.171 -0.989 -6.398  C12 1.090
10 O 3.278 3.655 -4.168  C21 1.432, H108 0.960
11 H 0.405 0.837 5.955  C55 1.090
12 C 2.775 -1.172 -5.510  H9 1.090, C26 1.486, H51 1.090, H77 1.090
13 C -0.656 4.440 0.078  H15 1.090, H56 1.090, H95 1.090, C112 1.526
14 H -6.036 1.442 1.237  C28 1.090
15 H -1.008 5.411 -0.272  C13 1.090
16 C -4.167 -3.374 -1.113  H18 1.090, H36 1.090, C83 1.528, O116 1.346
17 H 0.767 1.592 -3.767  C120 1.090
18 H -4.084 -2.323 -1.390  C16 1.090
19 H -3.249 -3.224 4.638  O3 0.960
20 C -1.518 -3.678 3.905  O3 1.473, H42 1.090, C48 1.536, H79 1.090
21 C 2.460 2.771 -3.394  C6 1.528, O10 1.432, H27 1.090, C120 1.524
22 H -4.930 -1.202 0.393  C32 1.090
23 H 2.254 4.298 -1.904  C6 1.090
24 H 3.038 -1.528 3.854  C86 1.090
25 C 4.525 2.383 2.152  O34 1.453, H57 1.090, C59 1.528, H118 1.090
26 C 2.201 -1.696 -4.243  H7 1.090, C12 1.486, O61 1.364, C94 1.479
27 H 2.980 1.814 -3.401  C21 1.090
28 C -5.845 0.578 0.600  H14 1.090, H30 1.090, C32 1.489, H70 1.090
29 H -3.703 3.287 -2.915  C45 1.090
30 H -5.150 1.020 -0.114  C28 1.090
31 H 1.584 2.645 -1.488  C6 1.090
32 C -5.234 -0.612 1.257  H1 1.090, H22 1.090, C28 1.489, O35 1.400
33 H 4.072 2.317 4.054  O34 0.960
34 O 3.894 2.933 3.340  C25 1.453, H33 0.960
35 O -6.045 -1.272 2.188  C32 1.400, H39 0.960
36 H -4.069 -3.809 -2.108  C16 1.090
37 H -3.018 1.224 -4.419  C8 1.090
38 H 3.766 1.298 0.340  C59 1.090
39 H -6.341 -0.630 2.838  O35 0.960
40 O -0.941 2.157 0.236  H69 0.960, C112 1.397
41 H 4.142 -0.300 -1.146  C90 1.090
42 H -0.451 -3.503 4.040  C20 1.090
43 H 0.401 3.353 -3.888  C120 1.090
44 H -0.888 -3.759 1.831  C48 1.090
45 C -4.138 2.289 -2.954  C8 1.549, H29 1.090, H62 1.090, H65 1.090
46 C 3.244 -2.922 2.253  O58 1.358, H80 1.090, C86 1.484, H88 1.090
47 H -1.668 0.500 4.045  C63 1.090
48 C -1.772 -3.478 2.404  C20 1.536, H44 1.090, H82 1.090, H107 1.090
49 H 3.583 -4.078 3.736  O58 0.960
50 O 5.255 -1.316 -2.422  C90 1.380, H115 0.960
51 H 3.233 -0.184 -5.463  C12 1.090
52 H -2.388 3.411 -0.633  C112 1.090
53 H 0.247 -1.966 -5.169  C94 1.090
54 H -2.068 3.619 2.436  C60 1.090
55 C 0.506 1.703 5.302  H11 1.090, H73 1.090, H91 1.090, C110 1.582
56 H -0.078 4.308 0.992  C13 1.090
57 H 4.602 3.221 1.459  C25 1.090
58 O 4.084 -3.515 3.142  C46 1.358, H49 0.960
59 C 3.626 1.391 1.417  C25 1.528, H38 1.090, H74 1.090, H87 1.090
60 C -2.534 3.361 1.485  H54 1.090, H71 1.090, H99 1.090, C112 1.529
61 O 2.647 -2.979 -4.122  C26 1.364, H105 0.960
62 H -4.966 2.260 -3.662  C45 1.090
63 C -0.705 0.287 3.581  H2 1.090, H47 1.090, C110 1.509, H113 1.090
64 H 1.352 2.508 -5.165  C120 1.090
65 H -4.606 2.132 -1.982  C45 1.090
66 H 2.160 -1.076 2.287  C86 1.090
67 H 3.271 2.895 -1.368  C6 1.090
68 H -5.864 -3.231 0.214  C83 1.090
69 H -0.443 2.252 1.052  O40 0.960
70 H -6.755 0.239 0.106  C28 1.090
71 H -3.187 4.219 1.324  C60 1.090
72 H -1.873 0.084 0.477  O93 0.960
73 H -0.202 2.476 5.600  C55 1.090
74 H 2.577 1.676 1.337  C59 1.090
75 H 1.566 -2.300 3.331  C86 1.090
76 H 5.482 -2.211 0.026  C114 1.090
77 H 3.545 -1.785 -5.978  C12 1.090
78 H 5.737 0.402 -1.413  C90 1.090
79 H -1.587 -4.727 4.191  C20 1.090
80 H 2.569 -3.607 1.741  C46 1.090
81 H 0.441 -0.289 0.609  C109 1.090
82 H -2.586 -4.130 2.086  C48 1.090
83 C -5.429 -3.954 -0.476  C16 1.528, H68 1.090, H85 1.090, H102 1.090
84 H 1.420 0.750 3.577  C110 1.090
85 H -5.312 -4.871 0.101  C83 1.090
86 C 2.495 -1.859 2.968  H24 1.090, C46 1.484, H66 1.090, H75 1.090
87 H 3.679 0.389 1.842  C59 1.090
88 H 3.916 -2.498 1.506  C46 1.090
89 H 0.173 -1.888 0.346  C109 1.090
90 C 5.197 -0.536 -1.285  H41 1.090, O50 1.380, H78 1.090, C114 1.493
91 H 1.499 2.029 5.612  C55 1.090
92 H 1.323 -1.230 -0.741  C109 1.090
93 O -1.992 -0.543 -0.240  H72 0.960, C96 1.405
94 C 0.722 -1.694 -4.227  C26 1.479, H53 1.090, H111 1.090, H119 1.090
95 H 0.014 4.188 -0.744  C13 1.090
96 C -0.881 -0.550 -1.100  O93 1.405, H100 1.090, H104 1.090, C109 1.606
97 H 6.936 -1.451 -0.539  C114 1.090
98 H -3.272 -0.220 -1.955  O5 0.960
99 H -3.216 2.511 1.524  C60 1.090
100 H -1.089 -1.217 -1.936  C96 1.090
101 H 0.749 3.042 3.348  O4 0.960
102 H -6.231 -4.221 -1.165  C83 1.090
103 H -2.154 1.334 -2.806  C8 1.090
104 H -0.703 0.454 -1.487  C96 1.090
105 H 2.098 -3.500 -4.712  O61 0.960
106 H -2.735 -2.741 -0.142  O116 0.960
107 H -1.928 -2.418 2.199  C48 1.090
108 H 4.138 3.664 -3.742  O10 0.960
109 C 0.394 -0.987 -0.227  H81 1.090, H89 1.090, H92 1.090, C96 1.606
110 C 0.461 1.221 3.797  O4 1.395, C55 1.582, C63 1.509, H84 1.090
111 H 0.321 -2.449 -3.550  C94 1.090
112 C -1.697 3.331 0.207  C13 1.526, O40 1.397, H52 1.090, C60 1.529
113 H -0.373 -0.646 4.035  C63 1.090
114 C 5.926 -1.239 -0.188  H76 1.090, C90 1.493, H97 1.090, H117 1.090
115 H 4.969 -2.216 -2.249  O50 0.960
116 O -3.077 -3.611 -0.360  C16 1.346, H106 0.960
117 H 5.989 -0.540 0.646  C114 1.090
118 H 5.489 1.915 2.352  C25 1.090
119 H 0.364 -0.682 -4.041  C94 1.090
120 C 1.125 2.566 -4.100  H17 1.090, C21 1.524, H43 1.090, H64 1.090

gap between HOMO and LUMO	10.0	eV
DFT total energy	-54898.0864	eV
SMILES	CC(C)O.CC(C)O.CC(C)O.CC(C)O.CCO.CCO.CCO.CCO.CCO.CCO.CCO.CCO